# 1
{
  "formula": "C3H7NOS",
  "method": "the ωB97M-V functional and the def2-TZVPD basis",
  "symbols": ["C", "O", "C", "N", "S", "C", "H", "H", "H", "H", "H", "H", "H"],
  "xyz": [[2.161, -0.957, 0.077], [2.158, 0.399, -0.289], [1.075, 1.141, 0.018], [-0.177, 0.951, 0.073], [-1.061, -0.480, -0.076], [-2.778, 0.099, -0.060], [1.503, -1.532, -0.556], [1.953, -1.143, 1.141], [3.182, -1.302, -0.213], [1.356, 2.221, 0.133], [-3.037, 0.553, 0.916], [-2.953, 0.857, -0.887], [-3.381, -0.807, -0.276]],
  "forces_ev_per_a": [[1.2320, -1.1553, -0.5489], [-0.4500, 0.5001, 0.5370], [-0.5523, 1.9099, -0.3465], [-0.0384, -0.2897, 0.3184], [0.3016, -0.4019, -0.2508], [-0.0098, 1.0798, -0.5741], [-0.5513, -0.1921, -0.0121], [0.0907, 0.2485, -0.3285], [-0.6746, 0.1551, 0.6422], [0.0493, -1.0645, -0.1313], [0.0378, -0.3838, -0.5713], [0.2221, -0.9482, 0.9978], [0.3428, 0.5421, 0.2680]],
  "nbo_charge": [-0.27, -0.50, 0.40, -0.67, 0.37, -0.76, 0.19, 0.19, 0.20, 0.16, 0.22, 0.23, 0.23],
  "spin_multiplicity": 1,
  "orbital_gap_ev": 9.2133,
  "e_lumo_ev": 1.0,
  "largest_force_ev_per_a": 2.0,
  "de_lowest_kcal_mol": 48.1,
  "smiles": "CO/C=N\\SC"
}

# 2
{
  "formula": "C24H51AsBr4O5PPtSbSi3",
  "method": "the ωB97M-V functional and the def2-TZVPD basis",
  "symbols": ["Pt", "Br", "C", "C", "Br", "C", "Br", "C", "O", "C", "O", "C", "Br", "C", "As", "C", "C", "H", "H", "H", "H", "H", "H", "H", "H", "H", "C", "C", "O", "P", "O", "C", "C", "O", "C", "C", "H", "H", "H", "H", "H", "H", "H", "H", "H", "H", "H", "H", "H", "H", "H", "C", "Si", "C", "C", "Sb", "Si", "C", "C", "C", "Si", "C", "C", "C", "H", "H", "H", "H", "H", "H", "H", "H", "H", "H", "H", "H", "H", "H", "H", "H", "H", "H", "H", "H", "H", "H", "H", "H", "H", "H", "H"],
  "xyz": [[0.376, -0.965, 0.199], [5.867, 0.140, 4.424], [4.121, -0.093, 3.754], [3.058, -0.294, 4.614], [3.321, -0.348, 6.480], [1.769, -0.463, 4.074], [0.271, -0.729, 5.208], [1.536, -0.420, 2.712], [0.293, -0.513, 2.202], [2.629, -0.247, 1.818], [2.420, -0.234, 0.525], [3.897, -0.071, 2.370], [5.302, 0.188, 1.129], [-1.434, -4.275, -0.123], [-0.424, -3.052, 0.989], [0.997, -4.177, 1.664], [-1.581, -2.903, 2.521], [-1.661, -5.170, 0.458], [-0.867, -4.541, -1.009], [-2.361, -3.791, -0.429], [0.576, -5.073, 2.119], [1.557, -3.611, 2.409], [1.662, -4.445, 0.845], [-2.026, -3.882, 2.703], [-2.360, -2.170, 2.331], [-1.002, -2.575, 3.380], [1.997, 0.955, -4.272], [0.976, 0.229, -3.431], [1.616, -0.918, -2.858], [0.909, -1.827, -1.755], [2.050, -2.913, -1.595], [3.433, -2.508, -1.324], [4.001, -3.430, -0.279], [-0.232, -2.631, -2.520], [0.070, -3.389, -3.714], [-1.152, -3.372, -4.602], [1.535, 1.810, -4.764], [2.401, 0.289, -5.035], [2.820, 1.311, -3.652], [0.133, -0.109, -4.041], [0.587, 0.850, -2.623], [3.444, -1.482, -0.963], [3.961, -2.577, -2.275], [3.489, -3.286, 0.673], [5.054, -3.187, -0.129], [3.921, -4.476, -0.579], [0.331, -4.403, -3.407], [0.936, -2.952, -4.212], [-2.030, -3.694, -4.043], [-1.009, -4.050, -5.444], [-1.339, -2.371, -4.991], [-2.696, 4.345, -1.468], [-1.527, 2.934, -1.841], [-2.367, 1.826, -3.097], [0.068, 3.690, -2.468], [-0.928, 1.485, 0.182], [-3.181, 0.936, 1.217], [-3.800, -0.567, 0.295], [-2.882, 0.562, 3.019], [-4.436, 2.311, 1.046], [0.268, 3.204, 1.668], [-0.481, 4.903, 1.435], [2.024, 3.202, 1.058], [0.131, 2.727, 3.455], [-2.875, 4.909, -2.390], [-2.283, 5.033, -0.732], [-3.660, 3.994, -1.102], [-2.375, 2.283, -4.091], [-3.407, 1.670, -2.798], [-1.899, 0.845, -3.171], [-0.057, 4.097, -3.475], [0.907, 2.996, -2.477], [0.344, 4.520, -1.811], [-3.034, -1.342, 0.273], [-4.036, -0.316, -0.743], [-4.702, -0.973, 0.762], [-1.960, -0.005, 3.169], [-3.718, -0.006, 3.439], [-2.791, 1.490, 3.589], [-4.732, 2.458, 0.005], [-4.051, 3.258, 1.428], [-5.334, 2.057, 1.616], [-0.284, 5.303, 0.438], [-0.028, 5.583, 2.162], [-1.561, 4.908, 1.600], [2.084, 3.583, 0.035], [2.444, 2.195, 1.057], [2.647, 3.838, 1.693], [-0.861, 2.943, 3.856], [0.861, 3.298, 4.036], [0.331, 1.668, 3.603]],
  "forces_ev_per_a": [[0.0314, -0.4135, 0.0355], [0.0505, 0.0079, 0.0001], [0.0352, 0.0162, -0.1892], [-0.1847, -0.0319, -0.0439], [-0.0287, -0.0060, 0.0248], [0.0989, 0.0024, 0.3346], [0.0328, -0.0134, -0.1040], [-0.3375, -0.0431, -0.2503], [0.2515, 0.0048, 0.4049], [0.0398, 0.0373, -0.1808], [0.2533, 0.2194, 0.1374], [0.1295, -0.0060, 0.0726], [-0.0203, -0.0095, 0.0270], [-0.0153, -0.0581, 0.0502], [-0.1226, -0.0670, -0.2715], [-0.0439, -0.0411, 0.0378], [-0.0671, -0.0224, 0.0677], [-0.0125, 0.0018, -0.0179], [0.0380, -0.0148, -0.0137], [0.0153, 0.0105, -0.0123], [0.0229, -0.0085, 0.0133], [-0.0019, 0.0087, -0.0018], [-0.0777, -0.0193, 0.0209], [-0.0046, 0.0028, 0.0676], [-0.0170, -0.0230, -0.0307], [0.0211, 0.0038, 0.0016], [-0.0026, 0.0343, 0.0374], [-0.0277, -0.0161, -0.0010], [0.0068, 0.0500, -0.0976], [-0.1383, 0.3229, 0.2958], [0.0923, -0.2765, -0.0722], [-0.1446, -0.0342, 0.0137], [0.0830, 0.0539, 0.0465], [0.0276, 0.0688, -0.0078], [-0.0097, 0.0110, 0.0002], [0.0018, -0.0146, 0.0180], [-0.0004, 0.0152, -0.0038], [-0.0055, 0.0122, -0.0084], [-0.0116, -0.0039, 0.0060], [-0.0159, 0.0000, -0.0036], [-0.0104, 0.0346, 0.0160], [0.0051, 0.0236, -0.0366], [0.0163, -0.0112, 0.0133], [0.0538, 0.0293, -0.0460], [0.0137, -0.0243, 0.0101], [0.0008, 0.0030, -0.0091], [-0.0070, 0.0018, 0.0184], [0.0019, -0.0126, -0.0090], [0.0047, -0.0186, -0.0126], [0.0043, 0.0178, -0.0100], [-0.0070, 0.0029, 0.0184], [-0.0723, 0.0788, -0.0360], [-0.0627, -0.0479, 0.1976], [-0.0366, -0.0579, -0.0992], [0.0807, 0.0931, -0.0457], [0.0460, 0.1426, -0.4100], [0.0921, 0.0330, 0.0372], [-0.0566, -0.0843, -0.0676], [0.0163, -0.0471, 0.1081], [-0.0961, 0.0732, 0.0138], [-0.1075, -0.0893, -0.1648], [-0.0160, 0.1098, 0.0035], [0.1646, -0.0059, -0.0036], [0.0064, -0.0307, 0.1472], [0.0016, 0.0002, 0.0138], [-0.0069, 0.0069, 0.0066], [0.0189, 0.0183, -0.0125], [-0.0030, 0.0017, 0.0131], [0.0113, -0.0083, 0.0034], [0.0303, -0.0237, -0.0165], [-0.0028, -0.0093, 0.0061], [0.0298, -0.0183, -0.0243], [0.0128, -0.0135, -0.0183], [0.0190, -0.0303, -0.0133], [-0.0052, 0.0037, 0.0057], [0.0045, 0.0058, -0.0095], [-0.0257, 0.0369, -0.0178], [-0.0056, 0.0110, 0.0072], [0.0013, -0.0121, -0.0023], [-0.0060, -0.0175, 0.0304], [-0.0099, 0.0003, -0.0044], [0.0007, 0.0119, -0.0071], [-0.0112, 0.0029, 0.0062], [-0.0136, 0.0177, -0.0178], [0.0126, -0.0034, 0.0162], [-0.0161, 0.0029, 0.0028], [0.0047, 0.0221, -0.0127], [0.0040, -0.0015, -0.0103], [-0.0031, 0.0034, -0.0206], [-0.0083, -0.0099, 0.0140], [-0.0102, 0.0275, 0.0253]],
  "lowdin_charge": [0.65, 0.71, -0.76, -0.77, 0.70, -0.63, 0.79, -0.43, -0.46, -0.47, -0.31, -0.64, 0.76, -0.26, 0.98, -0.25, -0.26, 0.04, 0.01, 0.03, 0.04, 0.04, 0.01, 0.04, 0.01, -0.01, -0.06, -0.28, -0.25, 0.48, -0.27, -0.24, -0.07, -0.29, -0.26, -0.06, 0.08, 0.08, 0.09, 0.11, 0.05, 0.07, 0.12, 0.06, 0.08, 0.08, 0.12, 0.12, 0.08, 0.08, 0.07, -0.21, 0.29, -0.22, -0.22, 0.94, 0.29, -0.23, -0.22, -0.23, 0.33, -0.23, -0.20, -0.20, 0.04, 0.01, 0.01, 0.03, 0.03, 0.01, 0.04, 0.01, 0.02, -0.02, 0.03, 0.04, -0.02, 0.04, 0.03, 0.01, 0.03, 0.04, 0.01, 0.04, 0.02, 0.03, 0.01, 0.04, 0.03, 0.05, -0.02],
  "spin_multiplicity": 1,
  "orbital_gap_ev": 6.9773,
  "e_lumo_ev": 0.2,
  "largest_force_ev_per_a": 0.5,
  "de_lowest_kcal_mol": 0.0
}

# 3
{
  "formula": "C14H19BCl2N2O4",
  "method": "the ωB97M-V functional and the def2-TZVPD basis",
  "symbols": ["C", "C", "C", "C", "C", "N", "C", "O", "C", "N", "C", "O", "C", "C", "C", "Cl", "C", "C", "C", "Cl", "B", "O", "O", "H", "H", "H", "H", "H", "H", "H", "H", "H", "H", "H", "H", "H", "H", "H", "H", "H", "H", "H"],
  "xyz": [[2.658, 3.447, 2.879], [1.745, 2.668, 1.932], [0.932, 3.641, 1.085], [0.856, 1.726, 2.750], [0.024, 0.727, 1.923], [0.883, -0.062, 1.053], [1.149, -1.358, 1.252], [0.839, -1.998, 2.235], [1.843, -2.018, 0.040], [0.816, -2.476, -0.877], [0.088, -1.622, -1.610], [0.335, -0.423, -1.684], [-1.028, -2.235, -2.396], [-1.121, -1.911, -3.745], [-2.147, -2.429, -4.516], [-2.237, -2.037, -6.191], [-3.107, -3.256, -3.949], [-3.037, -3.555, -2.601], [-2.003, -3.051, -1.825], [-1.985, -3.408, -0.127], [-1.216, 1.376, 1.108], [-2.101, 2.098, 1.829], [-1.449, 1.204, -0.211], [2.065, 4.050, 3.563], [3.274, 2.770, 3.466], [3.315, 4.109, 2.320], [2.379, 2.067, 1.270], [0.325, 3.117, 0.353], [0.269, 4.226, 1.719], [1.592, 4.323, 0.553], [0.160, 2.313, 3.350], [1.495, 1.155, 3.427], [-0.398, 0.013, 2.642], [1.123, 0.344, 0.159], [2.425, -2.877, 0.372], [2.485, -1.302, -0.477], [0.483, -3.421, -0.758], [-0.384, -1.252, -4.177], [-3.906, -3.652, -4.554], [-3.787, -4.181, -2.145], [-2.830, 2.445, 1.313], [-0.824, 0.704, -0.750]],
  "forces_ev_per_a": [[-0.0327, -0.2095, -0.2488], [-0.0829, 0.1575, 0.2815], [0.1903, -0.2262, 0.0816], [-0.0157, -0.1032, -0.3223], [-0.2636, 0.2396, 0.0424], [-0.1493, 0.6405, -0.0518], [0.5297, -0.2828, -0.5071], [-0.1184, -0.2492, 0.2988], [-0.0947, 0.2917, 0.2938], [0.1562, -0.1861, -0.0579], [0.0265, -0.4133, -0.0509], [0.1167, 0.2338, -0.2567], [-0.3340, -0.0347, 0.0701], [-0.0692, -0.0783, -0.0002], [0.0749, -0.0565, 0.3377], [-0.0125, 0.0540, -0.2288], [0.1161, 0.0988, -0.0085], [0.0820, -0.0079, 0.0670], [0.0527, 0.0957, -0.2105], [-0.1705, -0.0748, 0.0690], [0.8673, -0.6487, 0.3575], [-0.2649, 0.3692, 0.6837], [-0.2967, 0.1385, -0.4821], [-0.0679, 0.1016, 0.1128], [0.0804, -0.0368, 0.1039], [0.0885, 0.1071, -0.0111], [-0.0032, -0.0055, 0.0261], [-0.1088, 0.0477, -0.2083], [-0.1170, 0.1036, 0.0637], [0.0017, 0.0740, -0.0964], [0.0105, 0.0971, 0.1457], [-0.0330, -0.0160, 0.0788], [-0.0806, 0.0807, -0.1315], [0.0566, -0.2940, 0.0748], [-0.0564, 0.1195, 0.0070], [0.0106, -0.1119, 0.0207], [-0.0067, 0.1183, -0.0887], [0.0408, 0.0681, -0.0592], [-0.0664, -0.0257, -0.0642], [-0.0662, -0.0423, 0.0615], [-0.1187, 0.0372, -0.1858], [0.1285, -0.1710, -0.0074]],
  "nbo_charge": [-0.60, -0.22, -0.61, -0.38, -0.40, -0.61, 0.66, -0.63, -0.31, -0.57, 0.69, -0.68, -0.18, -0.13, -0.06, 0.03, -0.20, -0.21, -0.02, 0.03, 1.10, -0.89, -0.92, 0.20, 0.21, 0.20, 0.19, 0.20, 0.21, 0.21, 0.21, 0.21, 0.26, 0.42, 0.23, 0.22, 0.42, 0.24, 0.24, 0.24, 0.49, 0.52],
  "spin_multiplicity": 1,
  "orbital_gap_ev": 9.5245,
  "e_lumo_ev": 0.2,
  "largest_force_ev_per_a": 1.1,
  "de_lowest_kcal_mol": 0.1,
  "smiles": "CC(C)C[C@H](NC(=O)CNC(=O)c1cc(Cl)ccc1Cl)B(O)O"
}

# 4
{
  "formula": "C6H13MgO5Ru",
  "method": "the ωB97M-V functional and the def2-TZVPD basis",
  "symbols": ["O", "C", "C", "O", "C", "Ru", "H", "H", "H", "H", "H", "H", "H", "O", "C", "O", "C", "O", "C", "Mg", "H", "H", "H", "H", "H", "H"],
  "xyz": [[0.313, 0.098, 0.928], [0.136, -0.774, 2.020], [-0.097, -2.199, 1.541], [0.882, -2.493, 0.532], [0.842, -3.840, 0.065], [1.303, -0.836, -0.507], [-0.725, -0.472, 2.639], [1.032, -0.742, 2.661], [-1.096, -2.315, 1.090], [0.009, -2.917, 2.367], [1.526, -3.916, -0.786], [1.170, -4.514, 0.867], [-0.179, -4.098, -0.249], [-0.402, 0.039, -1.426], [-1.074, 0.405, -0.389], [-1.443, 1.670, -0.221], [-1.342, 2.594, -1.291], [-0.008, 2.789, -1.686], [0.789, 3.582, -0.779], [0.855, 1.165, -2.625], [-1.790, -0.312, 0.028], [-1.754, 3.534, -0.911], [-1.925, 2.229, -2.144], [1.777, 3.689, -1.239], [0.326, 4.569, -0.671], [0.875, 3.065, 0.186]],
  "forces_ev_per_a": [[0.2313, 0.3137, -0.5894], [-0.2523, -0.8645, 1.8918], [-1.1520, 0.1036, 1.0664], [0.0220, 0.5361, 0.3266], [0.1251, -1.9230, -0.7969], [2.2259, -0.1128, -0.6320], [0.2709, 0.0605, -0.2207], [-0.2132, 0.2057, -0.2332], [0.2754, -0.1464, 0.0964], [-0.0195, 0.1816, -0.2161], [-0.0836, -0.0482, 0.2040], [-0.0233, 0.2715, -0.1353], [0.2444, 0.1606, 0.1175], [-0.1320, 0.1985, -0.9481], [-2.5989, 1.8097, 0.0344], [0.4076, -2.0578, 0.5894], [-0.2926, 0.8983, -0.4787], [0.2237, -1.0989, -0.9726], [0.5992, 0.6451, 0.6418], [-0.3083, 0.7601, -0.1096], [0.4203, 0.1817, 0.3685], [-0.0161, -0.2638, -0.0287], [0.1544, 0.0724, 0.0996], [-0.1932, 0.0969, 0.1063], [0.1532, -0.2311, 0.0191], [-0.0682, 0.2504, -0.2004]],
  "nbo_charge": [-0.65, -0.16, -0.13, -0.57, -0.29, 1.46, 0.27, 0.26, 0.22, 0.28, 0.24, 0.27, 0.24, -0.92, 0.71, -0.43, 0.19, -0.68, -0.29, 1.58, 0.23, 0.26, 0.22, 0.23, 0.26, 0.21],
  "spin_multiplicity": 7,
  "orbital_gap_ev": [7.3966, 7.6233],
  "e_lumo_ev": [-12.3, -14.9],
  "largest_force_ev_per_a": 3.2,
  "de_lowest_kcal_mol": 0.0,
  "total_charge": 3
}

# 5
{
  "formula": "C4H11NOS",
  "method": "the ωB97M-V functional and the def2-TZVPD basis",
  "symbols": ["O", "C", "N", "C", "C", "C", "S", "H", "H", "H", "H", "H", "H", "H", "H", "H", "H", "H"],
  "xyz": [[-0.258, 0.730, 3.194], [-0.104, 0.714, 1.763], [-0.697, -0.380, 1.117], [-0.053, -1.254, 0.138], [0.803, -0.521, -0.882], [-0.056, -0.076, -2.116], [-1.218, 1.264, -1.854], [0.486, 0.250, 3.561], [0.966, 0.810, 1.538], [-0.539, 1.687, 1.496], [-1.664, -0.243, 0.879], [-0.780, -1.836, -0.433], [0.523, -2.006, 0.711], [1.271, 0.397, -0.501], [1.669, -1.104, -1.236], [0.709, 0.164, -2.869], [-0.567, -0.958, -2.500], [-0.490, 2.362, -2.005]],
  "forces_ev_per_a": [[0.1405, -0.2055, -0.2158], [0.5088, 1.2535, 0.4378], [-1.1854, -0.9219, -0.6294], [1.1721, -0.0274, 1.1088], [-0.1570, 0.7748, -0.8821], [2.3603, -0.4672, 0.1800], [-1.0731, -0.3099, 0.0777], [-0.0381, -0.2101, 0.2204], [-0.1411, -0.3353, -0.1149], [-0.1613, -0.3051, -0.3056], [-0.0312, 0.2777, 0.1455], [-0.3280, 0.1616, 0.3895], [0.0969, 0.2540, -0.4283], [-0.2071, -0.2573, 0.2849], [-0.5131, -0.2079, -0.0091], [-0.6155, 0.3000, -0.1328], [-0.4470, 0.2257, -0.0272], [0.6192, 0.0002, -0.0995]],
  "nbo_charge": [-0.73, 0.08, -0.65, -0.22, -0.42, -0.54, -0.04, 0.46, 0.15, 0.16, 0.38, 0.20, 0.19, 0.20, 0.21, 0.22, 0.22, 0.13],
  "spin_multiplicity": 1,
  "orbital_gap_ev": 9.3418,
  "e_lumo_ev": 0.8,
  "largest_force_ev_per_a": 2.4,
  "de_lowest_kcal_mol": 37.6,
  "smiles": "OCNCCCS"
}